{"formula": "C4H10N2O", "method": "wB97M-V/def2-TZVPD", "species": ["C", "N", "C", "C", "C", "N", "O", "H", "H", "H", "H", "H", "H", "H", "H", "H", "H"], "xyz": [[1.4571, -1.0416, 0.2154], [1.0059, 0.1591, 0.8875], [-1.3367, -0.3423, 1.1132], [-0.3670, 0.5854, 0.4377], [-0.7334, 0.5667, -1.0737], [0.1788, 1.2416, -1.9437], [-1.7799, 0.0909, -1.3944], [1.7804, -0.6341, -0.6793], [2.4600, -1.4679, 0.6913], [0.7105, -1.8909, -0.0337], [0.9969, -0.0655, 1.9001], [-1.2697, -1.1634, 0.4857], [-2.3666, -0.1180, 0.9556], [-1.0793, -0.5920, 2.2233], [-0.3789, 1.6698, 0.8808], [-0.2511, 1.2382, -2.8462], [0.9729, 1.7640, -1.8193]], "lowdin_charge": [-0.0262, 0.1599, -0.0246, -0.2468, -0.4575, 0.1948, 0.1341, 0.0640, 0.1617, 0.1719, 0.1707, 0.0547, 0.1050, 0.1498, 0.2034, 0.1108, 0.0744], "orbital_gap_ev": [11.4, 6.1], "s_squared": 0.75, "e_above_lowest_kj_mol": 205.7, "e_homo_ev": [-14.77, -14.77], "multiplicity": 2, "charge": 1}



{"formula": "C23H29N3O", "method": "wB97M-V/def2-TZVPD", "species": ["C", "N", "C", "C", "O", "N", "C", "H", "C", "N", "C", "C", "C", "C", "C", "C", "H", "H", "H", "H", "H", "C", "H", "C", "H", "H", "H", "H", "H", "H", "H", "H", "C", "C", "C", "C", "C", "C", "C", "C", "C", "C", "H", "H", "H", "H", "H", "H", "H", "H", "H", "H", "H", "H", "H", "H"], "xyz": [[-2.2254, -0.6351, 2.0536], [-1.6859, -1.0610, 0.7807], [-1.7119, -2.5044, 0.6118], [-0.7289, -2.9143, -0.4789], [-1.1029, -3.3473, -1.5545], [0.5791, -2.7566, -0.1830], [1.0764, -2.2916, 1.0989], [0.8755, -3.0380, 1.8789], [2.5872, -2.0560, 0.9962], [2.9028, -1.2358, -0.1418], [3.2817, 0.0870, -0.0542], [3.2861, 0.7986, 1.1514], [3.7224, 2.1081, 1.2036], [4.1555, 2.7606, 0.0624], [4.1426, 2.0750, -1.1402], [3.7172, 0.7633, -1.2023], [3.7417, 0.2559, -2.1530], [4.4731, 2.5649, -2.0448], [4.4915, 3.7851, 0.1088], [3.7105, 2.6278, 2.1511], [2.9328, 0.3469, 2.0652], [2.4548, -1.7807, -1.4116], [1.8724, -1.0195, -1.9450], [1.5769, -3.0158, -1.1982], [2.1838, -3.8832, -0.9171], [1.0432, -3.2575, -2.1195], [3.3116, -2.0629, -2.0394], [2.9502, -1.5930, 1.9110], [3.1069, -3.0169, 0.8944], [0.5700, -1.3591, 1.3657], [-2.7015, -2.8908, 0.3211], [-1.4299, -2.9731, 1.5576], [-2.2170, -0.3387, -0.3814], [-1.6636, 1.0696, -0.3673], [-0.2855, 1.2266, -0.2592], [0.2974, 2.4779, -0.2500], [-0.5035, 3.6035, -0.3508], [-1.8722, 3.4591, -0.4646], [-2.4665, 2.2017, -0.4779], [-3.9557, 2.0843, -0.6296], [-4.4693, 0.8164, 0.0381], [-3.7489, -0.3917, -0.5484], [-4.1299, -1.3093, -0.0955], [-3.9758, -0.4429, -1.6154], [-4.3029, 0.8825, 1.1138], [-5.5444, 0.7150, -0.1288], [-4.2013, 2.0553, -1.6966], [-4.4421, 2.9659, -0.2058], [-2.5009, 4.3351, -0.5473], [-0.0608, 4.5887, -0.3435], [1.3689, 2.5747, -0.1686], [0.3327, 0.3458, -0.1865], [-1.7755, -0.8463, -1.2484], [-2.1644, 0.4505, 2.1097], [-1.6135, -1.0547, 2.8544], [-3.2651, -0.9493, 2.2209]], "lowdin_charge": [-0.0721, -0.1906, -0.1030, -0.4457, 0.0535, -0.0321, -0.1180, 0.1279, -0.1363, -0.0883, -0.2346, -0.0394, -0.1048, -0.1199, -0.0948, -0.0328, 0.0982, 0.1034, 0.0968, 0.1043, 0.0973, -0.1344, 0.1263, -0.1159, 0.1273, 0.1251, 0.1261, 0.1127, 0.1246, 0.1104, 0.1272, 0.1212, -0.2468, -0.1252, -0.0131, -0.0619, -0.0783, -0.0425, -0.1743, -0.1473, -0.1908, -0.1260, 0.1068, 0.1234, 0.1027, 0.1121, 0.1257, 0.1151, 0.1091, 0.1009, 0.0798, 0.0954, 0.1470, 0.0934, 0.0862, 0.0892], "orbital_gap_ev": 8.4, "smiles": "CN(CC(=O)N1CCN(c2ccccc2)CC1)[C@H]1CCCc2ccccc21", "e_above_lowest_kj_mol": 124.8, "e_homo_ev": -7.73, "charge": 0}



{"formula": "C5H15N2", "method": "wB97M-V/def2-TZVPD", "species": ["C", "C", "C", "C", "C", "N", "N", "H", "H", "H", "H", "H", "H", "H", "H", "H", "H", "H", "H", "H", "H", "H"], "xyz": [[1.1898, 2.6706, -0.6705], [-0.7715, -1.3977, -0.6637], [-1.3412, 0.0151, 1.1226], [0.1169, -1.7791, 1.5992], [0.4090, 1.4633, -1.1662], [0.8004, 0.1275, 0.2616], [-0.2040, -0.7733, 0.5334], [0.6423, 3.2818, 0.0001], [1.9516, 2.1731, -0.1250], [1.6387, 3.1644, -1.5717], [-0.0884, -2.2113, -1.2315], [-1.6651, -1.8813, -0.3751], [-1.0023, -0.5904, -1.3774], [-0.9834, 0.9804, 1.3267], [-2.3108, 0.0499, 0.4267], [-1.6304, -0.4861, 2.1192], [-0.7593, -2.2867, 1.9696], [0.7320, -2.4681, 1.1658], [0.6545, -1.2879, 2.3991], [-0.6821, 1.3650, -1.2098], [0.8092, 1.1117, -2.1372], [1.6316, -0.2937, -0.2475]], "lowdin_charge": [-0.0884, -0.0313, 0.0029, 0.0245, -0.0201, 0.0399, -0.4743, 0.0690, 0.0567, 0.1101, 0.1708, 0.0847, 0.0858, 0.0760, 0.1583, 0.1272, 0.1109, 0.0713, 0.1218, 0.0716, 0.1019, 0.1309], "orbital_gap_ev": 11.3, "e_above_lowest_kj_mol": 447.5, "e_homo_ev": -14.34, "charge": 1}



{"formula": "C37H34Cl3I2N4O3S2Sr", "method": "wB97M-V/def2-TZVPD", "species": ["Sr", "I", "C", "C", "C", "I", "C", "O", "C", "C", "N", "C", "C", "C", "C", "C", "C", "N", "C", "H", "H", "H", "H", "H", "H", "H", "H", "H", "H", "H", "Cl", "C", "C", "C", "C", "C", "C", "N", "C", "C", "N", "C", "O", "C", "C", "C", "Cl", "S", "C", "C", "C", "Cl", "C", "H", "H", "H", "H", "H", "H", "H", "H", "H", "H", "H", "H", "H", "C", "C", "C", "C", "C", "C", "C", "S", "C", "O", "H", "H", "H", "H", "H", "H", "H", "H", "H", "H"], "xyz": [[-7.8590, -21.9496, -4.9659], [-12.7387, -27.1155, -9.0426], [-11.7982, -25.7189, -7.8238], [-12.2532, -25.3302, -6.5473], [-11.5777, -24.3769, -5.7867], [-12.2829, -23.6596, -3.8462], [-10.4937, -23.6028, -6.4004], [-9.9206, -22.4848, -5.9844], [-9.9848, -24.1881, -7.6319], [-8.6849, -23.5373, -8.2239], [-7.5798, -23.6551, -7.2873], [-7.1759, -25.0516, -6.8857], [-7.4432, -25.4529, -5.4682], [-7.5455, -26.8441, -5.2626], [-7.6147, -27.3745, -3.9660], [-7.7071, -26.4902, -2.8920], [-7.7153, -25.1234, -3.2519], [-7.4234, -24.5922, -4.4762], [-10.6086, -25.1858, -8.3525], [-13.1223, -25.8074, -6.1268], [-8.5304, -24.0963, -9.1149], [-8.8344, -22.4696, -8.3999], [-6.7914, -23.3631, -7.7921], [-7.6093, -25.7887, -7.5516], [-6.0799, -25.1333, -6.9555], [-7.5177, -27.5287, -6.1103], [-7.6233, -28.4672, -3.8134], [-7.8673, -26.8103, -1.9013], [-7.9781, -24.3878, -2.4320], [-10.2008, -25.5820, -9.2966], [-0.5259, -24.6039, 1.5621], [-1.3544, -23.2841, 0.9286], [-2.5637, -23.4638, 0.3097], [-3.2966, -22.4229, -0.2110], [-2.7158, -21.1422, -0.2801], [-3.3501, -19.8781, -0.7630], [-3.1282, -19.4618, -2.2437], [-3.7649, -20.3575, -3.2381], [-3.1844, -20.7242, -4.5150], [-4.1289, -21.4828, -5.1227], [-5.2978, -21.5162, -4.4100], [-5.0389, -20.7948, -3.3196], [-4.8155, -19.8251, -0.5991], [-5.3368, -19.7985, 0.8006], [-5.5427, -18.4173, 1.2597], [-6.8772, -18.0045, 1.6439], [-8.2495, -18.9378, 2.0183], [-6.8812, -16.3033, 2.0001], [-5.2018, -16.0941, 1.5815], [-4.6409, -17.3128, 1.2809], [-1.3969, -20.9874, 0.1893], [-0.4480, -19.5744, -0.0704], [-0.7375, -22.0277, 0.8164], [-2.8481, -24.4984, 0.1077], [-4.4042, -22.5180, -0.3324], [-2.9870, -19.0348, -0.1795], [-2.0276, -19.3525, -2.4571], [-3.5952, -18.4646, -2.3625], [-2.2218, -20.4000, -4.7898], [-4.0959, -21.9432, -6.0927], [-5.7159, -20.5764, -2.4601], [-4.6100, -20.3931, 1.3925], [-6.2834, -20.3469, 0.6945], [-4.6753, -15.1133, 1.7452], [-3.5907, -17.4441, 1.1685], [0.2392, -21.7866, 1.2115], [-9.8036, -13.4143, -5.2699], [-9.9050, -14.8803, -4.8355], [-9.3832, -15.8755, -5.6798], [-9.3543, -17.2241, -5.2909], [-9.8306, -17.5623, -4.0021], [-10.5441, -16.6069, -3.2555], [-10.5389, -15.2431, -3.6677], [-9.4706, -19.3088, -3.4505], [-8.5414, -19.0950, -1.9050], [-8.5321, -19.7675, -4.5880], [-9.9386, -13.3304, -6.3581], [-8.7521, -13.1200, -5.0744], [-10.6070, -12.7995, -4.8361], [-9.0328, -15.5605, -6.6986], [-9.0841, -18.0729, -5.9776], [-10.9926, -16.8472, -2.2918], [-10.8102, -14.4716, -2.9274], [-7.5843, -18.6249, -2.1636], [-8.5416, -20.1109, -1.4959], [-9.0972, -18.3034, -1.2814]], "lowdin_charge": [1.4871, 0.8574, -0.7586, -0.2091, -0.5594, 0.7538, -0.4315, -0.3688, -0.1528, -0.1546, -0.0980, -0.1222, -0.2948, -0.0021, -0.0383, -0.0421, -0.1153, 0.0210, -0.1554, 0.0838, 0.0999, 0.1239, 0.0777, 0.1211, 0.1389, 0.1220, 0.1238, 0.0931, 0.1198, 0.0959, 0.7563, -0.7022, -0.1192, -0.0091, -0.1867, -0.2902, -0.0448, -0.0243, -0.0026, -0.1573, -0.0625, -0.1730, -0.1751, -0.1237, -0.2858, -0.9679, 0.6679, 0.9786, -0.3765, -0.1532, -0.5907, 0.7655, -0.1127, 0.1163, 0.1384, 0.0964, 0.1315, 0.1434, 0.1053, 0.1039, 0.1307, 0.1405, 0.1073, 0.0967, 0.0982, 0.1062, -0.0415, -0.2801, -0.0314, -0.0680, -0.3360, -0.0624, -0.0369, 0.9727, -0.2380, -0.7690, 0.0786, 0.0950, 0.0847, 0.1331, 0.1202, 0.1077, 0.1267, 0.0667, 0.0492, 0.0877], "orbital_gap_ev": 6.5, "e_above_lowest_kj_mol": 84.3, "e_homo_ev": -8.96, "charge": 1}



{"formula": "C5H9NO", "method": "wB97M-V/def2-TZVPD", "species": ["C", "N", "C", "C", "C", "O", "C", "H", "H", "H", "H", "H", "H", "H", "H", "H"], "xyz": [[1.5936, -0.0435, -1.8688], [0.9191, 0.3026, -0.6238], [0.8006, -0.7211, 0.4398], [-0.3629, -0.3046, -0.4904], [-1.0758, -0.1476, 0.7466], [-1.3458, -1.3072, 1.2589], [-1.4055, 1.1543, 1.3966], [2.5960, 0.3916, -1.8559], [1.0379, 0.3979, -2.7024], [1.6775, -1.1289, -2.0252], [-0.2178, -1.7372, 0.8678], [0.9049, -0.2168, 1.4088], [-0.6652, -1.1060, -1.1667], [-1.6876, 1.0123, 2.4412], [-0.5402, 1.8212, 1.3175], [-2.2290, 1.6330, 0.8558]], "lowdin_charge": [-0.0967, -0.1137, -0.0733, -0.2410, -0.4337, -0.0237, 0.0077, 0.0796, 0.0842, 0.0869, 0.1907, 0.1020, 0.1508, 0.0910, 0.0959, 0.0934], "orbital_gap_ev": 9.6, "e_above_lowest_kj_mol": 614.1, "e_homo_ev": -8.73, "charge": 0}



{"formula": "C18H6Cl5F2N2OPtSe", "method": "wB97M-V/def2-TZVPD", "species": ["Pt", "Cl", "C", "C", "Cl", "C", "Cl", "C", "O", "C", "Cl", "C", "Cl", "F", "C", "C", "C", "C", "C", "F", "C", "C", "C", "C", "C", "C", "N", "H", "H", "H", "H", "H", "H", "Se", "C", "N"], "xyz": [[0.1489, -1.1791, -0.9309], [5.9348, -0.7846, 3.7709], [4.3924, -0.7502, 3.0117], [4.2776, -0.7416, 1.6268], [5.7057, -0.7471, 0.6685], [3.0326, -0.7254, 1.0272], [2.9196, -0.7501, -0.6869], [1.8133, -0.7244, 1.7673], [0.6590, -0.7031, 1.2612], [1.9908, -0.7325, 3.1841], [0.5708, -0.7327, 4.1565], [3.2327, -0.7376, 3.7820], [3.3608, -0.7283, 5.4959], [-5.1342, -2.4043, -1.3898], [-4.1930, -1.4379, -1.2708], [-2.8510, -1.7619, -1.3206], [-1.8874, -0.7637, -1.2463], [-2.2960, 0.5897, -1.1728], [-3.6617, 0.8534, -1.0490], [-4.1386, 2.1146, -0.8733], [-4.6209, -0.1364, -1.0879], [-1.2540, 1.6208, -1.2098], [-1.4875, 2.9996, -1.2484], [-0.4183, 3.8755, -1.1826], [0.8705, 3.3760, -1.1059], [1.0252, 2.0032, -1.1834], [0.0079, 1.1641, -1.2423], [-2.5696, -2.8004, -1.4204], [-5.6665, 0.0980, -0.9784], [-2.4834, 3.3995, -1.3308], [-0.5827, 4.9422, -1.2012], [1.7330, 4.0164, -1.0080], [2.0094, 1.5600, -1.2252], [0.9853, -3.3579, -1.7249], [-0.3222, -4.5408, -1.4163], [-1.1039, -5.3719, -1.2472]], "lowdin_charge": [0.6706, 0.6321, -0.7451, -0.7197, 0.6657, -0.5811, 0.6919, -0.5172, -0.2155, -0.6162, 0.6932, -0.7233, 0.6571, 0.0575, -0.2663, -0.0354, -0.1806, -0.1230, -0.2121, 0.0441, 0.0471, -0.1994, 0.0010, -0.0634, -0.0577, -0.1348, 0.0274, 0.0908, 0.1242, 0.1025, 0.1039, 0.1012, 0.0618, 0.5081, -0.9051, 0.0158], "orbital_gap_ev": [6.8, 6.8], "e_homo_ev": [-4.68, -4.68], "charge": -1}